Molecular formula: C34H91F3MnN7O11
Method: DFT, the ωB97M-V functional and the def2-TZVPD basis

## Properties
Spin multiplicity   6
HOMO (spin up / spin down)   -10.1 / -10.1 eV
Calculated total energy   -109144.6265 eV
Net charge   +1

XYZ file:
```
147
Properties=species:S:1:pos:R:3:mulliken_spin:R:1
Mn 11.4703 -2.2622 16.7813 4.86
C 9.1434 0.3316 16.5123 -0.05
O 8.1498 -0.6716 16.4978 0.07
O 10.3866 -0.3037 16.6573 0.07
C 9.0012 1.3270 15.2434 0.00
F 7.8606 2.0112 15.3014 0.00
F 10.0470 2.1042 15.2792 0.00
F 8.9868 0.7678 14.0606 0.00
C 6.8128 -0.3682 16.8776 0.00
C 5.7854 -1.1765 16.0796 0.00
H 4.8308 -1.4170 16.5475 0.00
H 5.5534 -0.7060 15.1241 0.00
H 6.2020 -2.1767 15.9612 0.00
H 6.5814 0.6695 16.6377 0.00
H 6.6479 -0.3436 17.9548 0.00
H 8.9997 0.8146 17.4788 0.00
C 2.9837 -1.9614 18.6716 0.00
O 2.0192 -2.7082 18.0455 0.00
H 2.5780 -1.3986 19.5123 0.00
H 3.7555 -2.5590 19.1566 0.00
H 3.2785 -1.0653 18.1256 0.00
H 1.6281 -3.3449 18.6481 0.00
C 7.7571 -3.7947 19.2414 0.00
O 7.5202 -4.5406 18.0438 0.00
H 8.6450 -4.1152 19.7863 0.00
H 8.0080 -2.7804 18.9309 0.00
H 6.8785 -3.6102 19.8596 0.00
H 7.0689 -5.3403 18.3239 0.00
C 2.3290 1.2921 13.4994 0.00
C 1.4688 0.9532 14.7488 0.00
C 1.9579 1.7128 16.0967 0.00
O 3.1929 1.3340 16.5394 0.00
C 3.6749 2.1982 17.5664 0.00
N 0.0849 1.1759 14.3928 0.00
H 2.1673 2.2880 13.0870 0.00
H 2.1549 0.6265 12.6540 0.00
H 3.3658 1.0832 13.7631 0.00
H 1.5705 -0.1171 14.9283 0.00
H 1.2383 1.3522 16.8317 0.00
H 1.9359 2.8010 16.0384 0.00
H 3.0381 2.2623 18.4488 0.00
H 3.8118 3.2308 17.2453 0.00
H 4.6257 1.7673 17.8802 0.00
H -0.5398 1.0689 15.1792 0.00
H -0.2519 0.6161 13.6226 0.00
C 6.6492 3.9776 22.8262 0.00
C 6.7168 4.7345 21.5208 0.00
C 7.1934 3.8270 20.3575 0.00
O 7.0257 4.5312 19.1100 0.00
C 7.2921 3.8631 17.9694 0.00
N 5.4006 5.2288 21.2063 0.00
H 7.6644 3.7419 23.1456 0.00
H 6.2220 3.0029 22.5902 0.00
H 6.0756 4.4105 23.6458 0.00
H 7.4356 5.5246 21.7379 0.00
H 6.5249 2.9673 20.3116 0.00
H 8.2368 3.5263 20.4526 0.00
H 8.3611 3.6543 17.9291 0.00
H 7.1100 4.3668 17.0200 0.00
H 6.6774 2.9632 17.9490 0.00
H 5.0616 4.5667 20.5231 0.00
H 5.5547 5.9729 20.5410 0.00
C 14.7234 5.6660 16.8914 0.00
C 14.8027 4.9665 18.2065 0.00
C 14.1091 3.5995 18.1766 0.00
O 12.6804 3.7666 18.0165 0.00
C 11.8428 2.5696 18.1475 0.00
N 16.2194 4.8454 18.5316 0.00
H 13.7204 6.0601 16.7279 0.00
H 14.9274 4.9365 16.1077 0.00
H 15.3322 6.5666 16.8112 0.00
H 14.2624 5.5476 18.9539 0.00
H 14.3431 3.1828 19.1562 0.00
H 14.4951 2.8450 17.4912 0.00
H 10.7587 2.6709 18.0983 0.00
H 12.0763 2.0583 19.0814 0.00
H 12.1159 1.9110 17.3230 0.00
H 16.2690 4.4739 19.4694 0.00
H 16.8691 5.6186 18.5461 0.00
C 5.7963 0.8664 12.6928 0.00
C 6.3039 0.7045 11.2539 0.00
C 5.2394 1.1044 10.2100 0.00
O 3.9520 0.3945 10.3950 0.00
C 2.9918 0.4079 9.2921 0.00
N 7.4930 1.5032 11.0117 0.00
H 5.3636 1.8514 12.8676 0.00
H 6.6378 0.6162 13.3389 0.00
H 5.0501 0.0967 12.8897 0.00
H 6.5432 -0.3369 11.0386 0.00
H 5.5735 0.8263 9.2105 0.00
H 4.9964 2.1647 10.2796 0.00
H 3.4738 0.0049 8.4013 0.00
H 2.5220 1.3714 9.0948 0.00
H 2.1651 -0.2218 9.6209 0.00
H 7.5633 2.1542 11.7806 0.00
H 8.1610 0.8244 11.3480 0.00
C 8.3272 -4.1971 14.4548 0.01
C 9.6769 -3.7387 14.9941 -0.02
C 10.5052 -2.7828 14.0580 0.01
O 11.6459 -2.3655 14.7591 0.02
C 12.5201 -1.7536 13.8718 0.01
N 9.4625 -3.2314 16.3920 0.04
H 8.4427 -4.5745 13.4388 0.00
H 7.7645 -3.2679 14.3653 0.00
H 7.7324 -4.8983 15.0401 0.00
H 10.3554 -4.5857 15.0954 0.00
H 9.9333 -1.8722 13.8796 -0.01
H 10.8316 -3.3408 13.1804 0.01
H 12.8153 -2.3835 13.0326 0.01
H 13.4640 -1.4407 14.3183 0.00
H 11.9058 -0.9367 13.4931 0.00
H 8.9038 -3.9378 16.8492 0.03
H 8.6751 -2.6067 16.2925 -0.06
C 6.1827 -2.9876 23.4720 0.00
C 7.5792 -2.7996 22.7922 0.00
C 7.7775 -1.3283 22.2681 0.00
O 6.9416 -1.3315 21.1490 0.00
C 6.4886 -0.0658 20.8894 0.00
N 8.5593 -3.1152 23.7688 0.00
H 5.4395 -2.8832 22.6815 0.00
H 5.8880 -2.2820 24.2488 0.00
H 6.0569 -3.9786 23.9080 0.00
H 7.6773 -3.5632 22.0206 0.00
H 8.7573 -1.0980 21.8497 0.00
H 7.4966 -0.6960 23.1104 0.00
H 6.1674 0.5732 21.7119 0.00
H 5.5532 -0.1764 20.3409 0.00
H 7.2511 0.5131 20.3681 0.00
H 8.1546 -3.8201 24.3682 0.00
H 8.5319 -2.2656 24.3143 0.00
C 0.8366 -2.8097 13.1602 0.00
C 0.7924 -3.0579 14.6303 0.00
C 0.0723 -4.3430 15.0176 0.00
O -1.3266 -4.4115 14.7015 0.00
C -2.1993 -3.4435 15.2758 0.00
N 2.1186 -3.0824 15.1617 0.00
H 1.3720 -1.9207 12.8268 0.00
H -0.1337 -2.7302 12.6700 0.00
H 1.2681 -3.6992 12.7013 0.00
H 0.2878 -2.2292 15.1270 0.00
H 0.2124 -4.4055 16.0967 0.00
H 0.6308 -5.1762 14.5911 0.00
H -1.9417 -2.4272 14.9778 0.00
H -2.3167 -3.4599 16.3594 0.00
H -3.1358 -3.6062 14.7424 0.00
H 2.2647 -3.1467 16.1590 0.00
H 2.5925 -2.2104 14.9740 0.00
```



Molecular formula: C34H91N5O12
Method: DFT, the ωB97M-V functional and the def2-TZVPD basis

## Properties
HOMO   -8.6 eV
Calculated total energy   -68747.9261 eV
Energy above the lowest of the compared OMol25 structures with the same formula, charge and spin   29.6 kcal/mol
Net charge   0

XYZ file:
```
142
Properties=species:S:1:pos:R:3:mulliken_charge:R:1
C -4.3025 13.3608 -13.2938 -0.43
C -5.3477 13.8240 -14.3110 2.82
O -6.6442 13.9860 -13.7408 -0.05
H -3.4580 12.9377 -13.8580 0.56
H -4.6301 12.5165 -12.6822 -0.52
H -3.9924 14.1952 -12.6632 0.04
H -5.4243 13.0496 -15.0909 -0.85
H -4.9630 14.7390 -14.7656 -1.23
H -6.9593 14.8822 -13.9714 -0.08
C -8.5143 17.4538 -12.2242 -1.17
C -8.9227 16.3017 -13.1401 0.03
O -8.1373 16.3022 -14.4050 -0.48
H -9.0480 17.3755 -11.2618 0.37
H -8.7078 18.4445 -12.6254 0.34
H -7.4608 17.3540 -11.9520 0.23
H -9.9800 16.4279 -13.3897 0.44
H -8.7075 15.3569 -12.6470 -0.09
H -8.6182 16.7992 -15.0717 0.26
C -9.3778 12.2803 -17.7565 -1.55
C -8.2436 13.2030 -17.3427 1.12
O -7.7951 13.8157 -18.5455 -0.47
H -10.1238 12.8857 -18.2747 0.47
H -9.8916 11.8337 -16.9059 0.40
H -8.9581 11.5294 -18.4255 0.21
H -7.4528 12.6494 -16.8186 -0.67
H -8.6046 13.9971 -16.6707 0.21
H -7.1333 14.5216 -18.3735 -0.11
C -2.7451 10.6166 -11.5761 -0.86
C -4.0877 10.1445 -11.0378 0.56
O -3.9428 9.4276 -9.8219 -0.57
H -2.2307 11.0901 -10.7280 0.27
H -2.8389 11.4419 -12.2872 0.05
H -2.1509 9.8077 -11.9858 0.37
H -4.5359 9.4894 -11.8017 0.43
H -4.7680 10.9912 -10.9445 -0.53
H -3.7150 8.5177 -10.0181 0.33
C -8.9923 13.4094 -20.9195 -0.27
O -8.5141 12.1172 -21.2129 -0.39
C -7.1268 12.0237 -21.1075 0.63
C -6.7380 10.5404 -21.0089 -0.61
N -5.3601 10.2536 -21.2364 -0.31
C -4.4614 11.1729 -20.6354 -0.83
C -4.4757 11.0432 -19.1274 0.88
O -3.9700 12.2531 -18.5951 -0.42
C -4.1380 12.2892 -17.1884 0.03
H -8.6564 14.1169 -21.6936 0.32
H -8.6061 13.7652 -19.9565 0.01
H -10.0746 13.3624 -20.8973 0.27
H -6.7009 12.5610 -20.2261 -0.28
H -6.5918 12.5874 -21.9100 0.38
H -7.3475 9.9748 -21.7173 0.65
H -7.0745 10.2155 -20.0165 -0.65
H -5.2027 10.2083 -22.2325 0.31
H -4.5566 12.2264 -20.9306 0.29
H -3.4434 10.8930 -20.9426 0.40
H -3.9085 10.1938 -18.7405 0.42
H -5.5289 10.9659 -18.8024 -0.78
H -3.4243 11.6367 -16.6654 0.37
H -5.1695 12.0872 -16.8893 -0.22
H -3.9106 13.3136 -16.8681 -0.08
C -6.9192 6.0684 -17.4852 -0.75
O -7.3021 7.1395 -16.7170 -0.33
C -6.7185 8.3186 -17.1708 -0.62
C -7.3492 9.4971 -16.4402 0.71
N -7.0090 9.5152 -15.0416 -0.33
C -7.7665 10.5816 -14.3518 -0.24
C -7.5162 10.6376 -12.8798 0.41
O -8.1099 9.5209 -12.3086 -0.45
C -7.8759 9.4785 -10.9241 -0.32
H -7.4422 5.1884 -17.1100 0.26
H -5.8462 5.8590 -17.3845 0.30
H -7.1653 6.1958 -18.5438 0.29
H -6.9847 8.4476 -18.2345 0.27
H -5.6319 8.3650 -17.0523 0.33
H -8.4434 9.5450 -16.5823 0.22
H -6.9611 10.3913 -16.9494 -0.69
H -7.3318 8.6368 -14.6320 0.36
H -8.8547 10.4472 -14.5231 0.33
H -7.5365 11.5315 -14.8504 -0.10
H -8.0389 11.5551 -12.5541 0.15
H -6.4546 10.7013 -12.6335 -0.43
H -8.4956 10.2165 -10.4208 0.28
H -6.8235 9.6864 -10.6948 -0.07
H -8.0983 8.4653 -10.6036 0.36
C -8.9073 17.6473 -21.8223 -0.74
O -7.8127 18.0210 -21.0496 -0.30
C -8.1226 18.9189 -20.0112 -0.69
C -6.9398 18.9809 -19.0909 -0.64
N -6.8535 17.7403 -18.3270 -0.07
C -5.6150 17.6427 -17.6106 -1.36
C -5.4119 16.2331 -17.0975 0.38
O -5.4026 15.3051 -18.1431 0.48
C -4.2965 15.3325 -18.9793 -0.70
H -9.2136 18.4400 -22.5132 0.30
H -9.7499 17.3676 -21.1779 0.33
H -8.6148 16.7711 -22.3948 0.20
H -9.0083 18.6341 -19.4222 0.34
H -8.2947 19.9255 -20.4293 0.45
H -7.0562 19.8173 -18.3998 0.38
H -6.0201 19.0902 -19.6903 0.36
H -6.8954 16.9808 -19.0078 0.15
H -5.5744 18.3575 -16.7835 0.62
H -4.7681 17.8879 -18.2841 0.33
H -6.2363 15.9690 -16.4301 -0.50
H -4.4796 16.1923 -16.5260 0.28
H -4.3485 14.4349 -19.5717 -0.09
H -3.3628 15.4080 -18.4104 0.29
H -4.3282 16.2179 -19.6280 0.28
C -3.5524 17.2196 -13.9152 -1.16
C -2.1749 17.4805 -13.3178 0.48
C -1.4767 16.2550 -12.7435 -0.54
O -2.1465 15.7926 -11.6245 -0.35
C -1.6743 14.5901 -11.1341 -0.72
N -1.3078 18.1211 -14.3604 -0.73
H -3.4398 16.4437 -14.6793 -0.01
H -4.0452 18.0720 -14.3784 0.51
H -4.2113 16.8923 -13.1019 0.27
H -2.2226 18.2256 -12.5074 0.26
H -0.4214 16.5088 -12.5545 0.37
H -1.4498 15.4611 -13.5260 0.19
H -2.2984 14.3228 -10.2945 0.24
H -0.6073 14.6123 -10.8667 0.39
H -1.7247 13.7931 -11.8985 0.27
H -1.4819 17.7019 -15.2772 0.23
H -0.3088 17.9607 -14.2148 0.26
C -7.3526 13.3708 -9.9642 -0.52
C -7.0039 13.2420 -8.4964 0.28
C -7.2500 11.8428 -7.9752 -0.65
O -8.4856 11.2575 -8.3318 -0.25
C -9.6137 11.8975 -7.7367 -0.79
N -5.5631 13.5942 -8.3115 -0.70
H -8.4102 13.1882 -10.1676 0.39
H -6.7088 12.7805 -10.6198 -0.34
H -7.1493 14.4015 -10.2782 0.29
H -7.5854 13.9708 -7.9296 0.33
H -7.1866 11.8322 -6.8719 0.36
H -6.4704 11.1745 -8.3500 0.23
H -10.5125 11.4921 -8.1989 0.26
H -9.5995 12.9795 -7.9115 0.34
H -9.6605 11.6984 -6.6543 0.27
H -4.9906 12.7882 -8.5846 0.23
H -5.3491 13.7124 -7.3169 0.29
```



Molecular formula: C34H96O22
Method: DFT, the ωB97M-V functional and the def2-TZVPD basis

## Properties
HOMO   -9.6 eV
Calculated total energy   -81851.2343 eV
Energy above the lowest of the compared OMol25 structures with the same formula, charge and spin   128.5 kcal/mol
Net charge   0

XYZ file:
```
152
Properties=species:S:1:pos:R:3:mulliken_charge:R:1
C 3.8384 -4.2815 0.7935 -1.31
C 3.2849 -4.3945 2.1637 1.01
C 1.8132 -4.5971 2.2345 -0.57
O 4.0451 -5.4092 2.8737 -0.62
H 4.8348 -3.8397 0.7840 0.46
H 3.3159 -3.5150 0.2211 0.24
H 3.8833 -5.1828 0.1822 0.25
H 3.4592 -3.4691 2.7125 -0.07
H 1.4800 -4.5790 1.1968 -0.24
H 1.4486 -3.7246 2.7766 0.26
H 1.4323 -5.4944 2.7220 0.30
H 4.9755 -5.1867 2.7935 0.32
C -4.0961 -2.3124 -0.4485 -1.18
C -3.2326 -3.3432 -1.0822 1.29
C -3.7024 -4.7137 -0.6586 -1.52
O -3.3118 -3.1379 -2.4092 -0.60
H -5.1764 -2.4536 -0.4134 0.32
H -3.9430 -1.3280 -0.8908 -0.10
H -3.8722 -2.3053 0.6182 0.44
H -2.1793 -3.2775 -0.8095 -0.19
H -3.1635 -5.4674 -1.2327 0.34
H -4.7719 -4.8903 -0.7733 0.37
H -3.5078 -5.0254 0.3676 0.39
H -2.8525 -3.8093 -2.9189 0.31
C 0.1676 -6.9573 -0.7579 -1.04
C 0.9188 -7.9498 0.2791 0.58
C 0.5570 -9.4348 -0.0064 -1.36
O 2.2193 -7.7591 -0.0333 -0.53
H 0.4605 -7.1963 -1.7803 0.35
H 0.2797 -5.9093 -0.4798 0.13
H -0.9007 -7.1390 -0.6401 0.29
H 0.6996 -7.6529 1.3047 0.16
H 1.0437 -10.0825 0.7228 0.39
H 0.8489 -9.8146 -0.9856 0.31
H -0.5142 -9.6006 0.1080 0.36
H 2.6635 -8.1924 0.6991 0.35
C 0.6969 -1.4568 0.7392 -0.64
C 0.3685 -0.6086 -0.5423 0.60
C -0.3334 0.6947 -0.3729 -1.07
O 1.5213 -0.3915 -1.3014 -0.38
H 1.1941 -2.3421 0.3427 -0.02
H -0.2898 -1.7346 1.1098 0.57
H 1.2009 -0.9673 1.5726 -0.21
H -0.4022 -1.1794 -1.0602 0.00
H -1.0720 0.6820 0.4286 0.50
H -0.8397 1.0854 -1.2556 0.18
H 0.3321 1.4802 -0.0148 0.13
H 2.1405 0.1321 -0.7875 0.38
C -1.2973 2.1321 5.9686 -1.53
C -1.1952 2.1725 4.4561 1.12
C 0.1441 2.8029 3.9540 -0.61
O -1.3450 0.8930 3.9163 -0.29
H -2.2564 1.6906 6.2391 0.36
H -1.2284 3.1543 6.3409 0.45
H -0.5949 1.4077 6.3809 0.25
H -2.0975 2.6507 4.0749 -0.23
H 0.9783 2.1014 3.9567 -0.06
H 0.4676 3.5926 4.6321 0.52
H -0.0095 3.1861 2.9452 0.00
H -1.1392 0.8995 2.9786 0.09
C 4.0849 1.4008 3.2335 -0.92
C 3.7158 1.0958 4.6747 0.52
C 2.7437 -0.0971 4.6605 -0.93
O 4.8937 0.7004 5.4152 -0.59
H 4.7793 0.6264 2.9078 0.34
H 4.5369 2.3783 3.0655 0.39
H 3.2007 1.3124 2.6023 0.03
H 3.0719 1.8780 5.0769 0.19
H 2.2284 -0.1329 3.7006 -0.22
H 1.9722 -0.1402 5.4293 0.29
H 3.3673 -0.9733 4.8375 0.54
H 4.7535 0.5065 6.3449 0.32
C -2.5683 -1.6884 6.2822 0.05
C -3.5313 -2.8300 5.7816 -0.40
O -4.3442 -3.4038 6.8321 -0.52
O -3.2825 -0.7657 7.0707 -0.57
H -2.0192 -1.0592 5.5817 0.02
H -1.8852 -2.0826 7.0346 0.20
H -2.9699 -3.6709 5.3744 0.30
H -4.1578 -2.4668 4.9669 0.28
H -4.9635 -2.8131 7.2670 0.31
H -3.9034 -0.3125 6.4956 0.32
C 1.9362 4.5746 0.1803 -0.19
C 0.4079 4.8968 0.2165 -0.02
O 0.2144 5.7273 -0.9356 -0.57
O 2.1086 3.7168 -0.9140 -0.50
H 2.1354 3.9582 1.0569 0.11
H 2.5520 5.4739 0.1921 0.26
H 0.3523 5.3937 1.1851 0.41
H -0.2087 3.9980 0.2090 -0.09
H 0.3230 5.1712 -1.7106 0.20
H 1.7713 4.1381 -1.7079 0.27
C -3.2816 4.2162 0.8565 0.19
C -3.5395 4.6343 2.3638 -0.57
O -2.2558 4.9457 2.8162 -0.44
O -4.4375 3.8584 0.2055 -0.49
H -2.6164 3.3556 0.9276 -0.23
H -2.7543 5.0024 0.3162 0.12
H -4.1433 3.9327 2.9392 0.33
H -4.1461 5.5398 2.3799 0.48
H -2.3463 5.1829 3.7420 0.25
H -5.0165 4.6238 0.1827 0.35
C -4.6615 4.6947 -3.3454 -0.33
C -3.4844 5.6690 -2.9764 -0.04
O -3.1178 6.4167 -4.0694 -0.59
O -4.1998 3.7665 -4.2917 -0.44
H -5.5180 5.1595 -3.8339 0.33
H -4.9560 4.2410 -2.3991 0.12
H -2.5676 5.2043 -2.6136 -0.01
H -3.8168 6.3260 -2.1727 0.42
H -2.5528 7.1583 -3.8406 0.32
H -4.1369 4.2198 -5.1356 0.31
C 4.5951 -0.6647 -5.9192 0.10
C 5.0211 -1.8900 -6.7025 -0.66
O 6.3111 -2.2033 -6.4330 -0.53
O 5.2232 0.4461 -6.4322 -0.57
H 4.8168 -0.7825 -4.8585 0.10
H 3.5437 -0.3945 -6.0177 0.21
H 5.0112 -1.8401 -7.7913 0.35
H 4.3988 -2.7509 -6.4585 0.31
H 6.7686 -1.4888 -6.8822 0.33
H 5.4800 1.0444 -5.7266 0.38
C -4.7506 0.9645 -2.4897 0.21
C -4.1191 0.2494 -3.7549 -0.31
O -3.0814 -0.5718 -3.2401 -0.43
O -5.7907 0.2191 -1.8077 -0.63
H -5.2437 1.9054 -2.7340 0.02
H -4.0259 1.2000 -1.7102 0.06
H -3.6920 1.0600 -4.3453 0.11
H -4.7993 -0.3012 -4.4046 0.37
H -3.3222 -1.4808 -3.0464 0.37
H -5.5220 -0.6992 -1.8862 0.35
C 4.5671 1.5170 -1.3046 -0.77
C 4.4054 1.0123 -2.7330 0.13
O 5.4225 1.5511 -3.5926 -0.62
O 3.4407 1.4319 -0.5318 -0.09
H 5.0460 2.4819 -1.1380 0.47
H 5.3742 0.8581 -0.9842 0.32
H 3.4774 1.2561 -3.2501 0.03
H 4.2513 -0.0663 -2.7013 0.24
H 5.3448 2.4852 -3.8001 0.32
H 3.1011 2.3165 -0.6859 -0.04
C 0.8274 2.6651 -4.0610 0.13
C -0.4568 2.8836 -4.8219 -0.25
O -0.1917 3.9008 -5.7577 -0.59
O 1.3359 3.8858 -3.5761 -0.47
H 1.5830 2.2194 -4.7078 0.14
H 0.7000 2.0013 -3.2058 -0.02
H -1.1678 3.2223 -4.0684 0.05
H -0.6659 1.9772 -5.3900 0.39
H -0.2287 4.6969 -5.2225 0.36
H 1.8563 4.3730 -4.2190 0.22
```



Question: What is the net charge in the second record?
Answer: 0



Question: Among the records above, which one has the lowest calculated total energy?
Answer: C34H91F3MnN7O11